Record 1
Below is a structure of composition C17H17BrClN3O5PReS2, with properties calculated with ωB97M-V with the def2-TZVPD basis set.

The geometry in XYZ format:
```
48
Properties=species:S:1:pos:R:3:forces:R:3
Re 0.3370 0.1630 -0.6707 0.00 -0.13 -0.02
O 1.0728 1.3110 2.6462 0.03 0.03 0.09
Cl 1.3527 0.1426 1.9061 -0.07 -0.02 -0.16
O 2.1749 -0.7780 2.5541 0.05 -0.08 0.01
O 0.0871 -0.4821 1.4129 -0.06 0.08 0.24
O 1.9661 0.5688 0.5596 0.08 0.23 0.10
Br 1.0718 -2.0548 -1.1448 -0.08 -0.10 -0.11
C -4.3043 1.3515 -0.8220 0.04 0.07 0.02
N -3.0987 2.0370 -0.3183 -0.09 0.04 -0.01
C -3.1155 3.2925 0.2300 -0.07 -0.09 -0.05
C -1.9950 3.9049 0.6637 0.01 0.02 0.00
C -0.7505 3.2123 0.5326 -0.02 0.04 -0.07
N -0.7679 1.9770 0.0256 0.04 -0.02 0.17
C -1.9143 1.4034 -0.3828 0.00 -0.12 -0.04
O -1.7684 0.2358 -0.8382 -0.16 -0.04 0.11
N 0.4050 3.7522 0.8746 0.02 -0.04 0.02
H -5.0798 2.0945 -0.9803 0.00 0.02 0.01
H -4.6372 0.6091 -0.1018 0.00 -0.02 0.03
H -4.0597 0.8644 -1.7617 0.03 0.00 -0.03
H -4.0888 3.7597 0.2871 0.02 0.00 0.00
H -2.0402 4.8949 1.0909 0.01 -0.01 -0.01
H 0.4445 4.6586 1.3083 0.00 0.01 -0.01
H 1.2492 3.2005 0.8387 0.01 0.00 0.01
S -1.9039 -0.3230 -3.8634 -0.10 -0.02 0.00
P -0.1877 0.4540 -4.2560 0.32 0.07 0.00
S 0.9369 1.1676 -2.5116 0.10 0.14 -0.32
C 1.0161 -0.6174 -5.0687 -0.10 -0.04 -0.07
C 0.6480 -1.0843 -6.3323 0.00 -0.01 -0.03
C 1.4959 -1.9249 -7.0319 0.03 0.00 0.02
C 2.7114 -2.3064 -6.4738 -0.02 0.01 0.01
C 3.0770 -1.8452 -5.2182 0.01 -0.01 -0.01
C 2.2302 -1.0002 -4.5131 0.04 0.02 0.06
C -0.2078 1.9810 -5.2206 -0.04 0.02 -0.01
C 0.9753 2.4760 -5.7689 0.05 0.01 0.01
C 0.9567 3.6571 -6.4934 0.01 0.00 0.01
C -0.2389 4.3425 -6.6741 -0.03 -0.01 0.00
C -1.4179 3.8482 -6.1318 0.03 0.01 0.00
C -1.4042 2.6666 -5.4035 -0.02 0.02 -0.01
H -0.3032 -0.7943 -6.7653 0.02 -0.01 0.02
H 1.2089 -2.2849 -8.0113 0.01 0.00 0.02
H 3.3723 -2.9675 -7.0202 -0.02 0.02 0.02
H 4.0217 -2.1434 -4.7807 -0.04 0.01 -0.02
H 2.5279 -0.6517 -3.5303 -0.03 -0.03 -0.03
H 1.9073 1.9349 -5.6414 -0.05 0.02 -0.01
H 1.8734 4.0393 -6.9246 -0.03 -0.02 0.01
H -0.2524 5.2597 -7.2503 0.00 -0.04 0.03
H -2.3500 4.3776 -6.2858 0.03 -0.02 0.00
H -2.3193 2.2567 -4.9927 0.02 0.01 -0.01
```
Positions in Å, forces in eV/Å.

* electronic energy: -5448.3162 hartree
* E_HOMO (spin up / spin down): -11.07 / -10.98 eV
* 2S+1: 2
* ΔE to the lowest compared entry with this formula, charge and spin: 84.9 kJ/mol
* LUMO level (spin up / spin down): -0.1859 / -0.1739 Ha
* charge: +1



Record 2
Below is a structure of composition C18H41N2P3S2Sm at a distorted geometry, with properties calculated with ωB97M-V with the def2-TZVPD basis set.

The geometry in XYZ format:
```
67
Properties=species:S:1:pos:R:3:forces:R:3
Sm 0.7614 0.6222 0.5875 3.15 1.19 4.88
P -0.2400 1.7093 2.7693 -1.28 0.48 0.41
P 2.0838 -1.2133 1.5824 1.98 -2.88 0.89
P -1.1652 -0.7492 0.2554 -3.52 -2.46 -0.15
H 1.7388 1.4033 -1.8592 0.66 0.03 0.19
C 0.7649 1.1410 -1.4897 -3.21 5.62 -3.12
C -0.0239 2.1596 -0.7815 1.77 -0.51 -6.82
H 0.3882 3.1451 -0.6559 0.46 0.16 0.52
C 0.5328 3.1793 3.4687 0.93 -0.05 0.29
C -0.4578 0.6765 4.1899 -0.42 -0.44 0.92
C -1.8562 2.3360 2.3587 -0.89 0.34 0.40
C 2.8890 -2.1771 0.3146 0.50 -0.40 -0.52
C 3.3880 -0.8526 2.7395 0.96 -0.09 0.64
C 1.1551 -2.4428 2.5017 -0.38 -0.39 0.36
C -2.3877 0.0380 -0.7663 -0.78 0.26 -0.44
C -2.0779 -1.3933 1.6113 -0.92 -0.77 0.63
C -0.6509 -2.1566 -0.7236 0.18 -0.51 -0.32
H 0.2526 0.3625 -2.0299 -0.21 -0.54 0.11
H -1.0997 2.1115 -0.8228 -0.26 -0.40 0.58
H 0.7584 3.9290 2.6972 -0.41 -0.14 0.41
H 1.4994 2.9037 3.9734 -1.84 0.47 0.01
H -0.1225 3.5550 4.1984 -0.91 0.89 1.04
H 0.5019 0.3558 4.6055 -0.09 0.06 0.01
H -1.0528 -0.2132 3.9576 0.08 0.19 0.11
H -0.9926 1.2809 4.9369 0.14 -0.36 0.07
H -1.7924 3.0933 1.5715 -0.05 0.02 0.16
H -2.2493 2.7880 3.2792 -0.33 0.09 -0.39
H -2.5306 1.5439 2.0283 -0.01 0.11 0.08
H 3.4172 -2.9963 0.8187 0.02 0.02 -0.33
H 3.6095 -1.5718 -0.2496 -0.04 -0.15 0.14
H 2.1682 -2.5903 -0.3977 0.14 -0.03 0.13
H 3.8151 -1.8215 3.0198 0.14 0.18 0.17
H 3.0060 -0.3582 3.6400 -0.07 -0.33 -0.23
H 4.1801 -0.2290 2.3123 -0.19 -0.14 -0.04
H 1.8963 -3.1851 2.8173 -0.24 -0.05 0.10
H 0.3946 -2.9387 1.8976 0.15 -0.02 0.10
H 0.6785 -2.0066 3.3856 0.11 -0.13 -0.07
H -3.1240 -0.7480 -0.9364 -0.32 0.21 -0.32
H -1.9908 0.3798 -1.7257 -0.13 -0.24 0.03
H -2.8597 0.8846 -0.2588 -0.04 -0.18 -0.01
H -2.7977 -2.0788 1.1591 -0.26 -0.15 0.43
H -2.6139 -0.5983 2.1335 -0.05 -0.14 -0.08
H -1.4606 -1.9331 2.3325 -0.15 0.04 -0.17
H -1.5807 -2.6535 -1.0158 0.21 -0.16 -0.23
H -0.0312 -2.8510 -0.1554 -0.14 -0.01 -0.05
H -0.1008 -1.8495 -1.6203 -0.25 -0.17 0.02
C -2.5701 -1.9098 -5.5230 0.24 0.47 -1.90
C -2.0520 -2.8242 -6.4662 -0.23 0.44 0.49
C -1.9470 -2.4671 -7.8096 -0.10 0.23 0.10
C -2.3526 -1.2012 -8.2416 -0.01 -0.04 0.22
C -2.8668 -0.2899 -7.3151 0.12 -0.24 -0.04
C -2.9759 -0.6366 -5.9708 0.20 -0.52 0.27
S -2.7323 -2.2791 -3.8241 0.22 -0.65 0.58
H -2.2384 -3.5451 -3.8839 -0.23 0.46 0.06
H -1.7348 -3.8103 -6.1372 -0.05 0.09 -0.10
H -1.5450 -3.1846 -8.5234 -0.11 0.16 0.18
H -2.2687 -0.9261 -9.2934 -0.04 -0.09 0.32
H -3.1862 0.6985 -7.6377 0.05 -0.20 0.04
H -3.3766 0.0740 -5.2505 -0.01 -0.05 -0.16
N 3.6790 2.3077 3.9460 1.22 -0.04 2.28
C 3.1544 2.8323 2.8777 0.66 -0.23 -1.20
N 3.3944 3.9918 2.3314 0.99 2.11 0.23
S 2.1903 1.9232 1.9380 1.70 -1.45 -2.32
H 4.3664 2.8615 4.4303 0.26 0.04 0.43
H 3.4087 1.4345 4.4573 0.15 1.30 -1.30
H 2.9867 4.3645 1.4449 0.49 -0.98 1.25
H 4.0454 4.5956 2.7965 0.29 0.65 0.06
```
Positions in Å, forces in eV/Å.

* electronic energy: -3297.1271 hartree
* E_HOMO (spin up / spin down): -13.78 / -13.78 eV
* 2S+1: 6
* ΔE to the lowest compared entry with this formula, charge and spin: 795.1 kJ/mol
* LUMO level (spin up / spin down): -0.4117 / -0.4127 Ha
* charge: +3



Record 3
Below is a cluster of 2 separate species, C13H23Cl4FN2O6 in total at a distorted geometry, with properties calculated with ωB97M-V with the def2-TZVPD basis set.

The geometry in XYZ format:
```
49
Properties=species:S:1:pos:R:3:forces:R:3
C -3.9875 -0.0437 -1.5205 0.33 -0.37 -0.33
C -3.4321 -0.9010 -2.6453 0.04 0.25 0.54
O -2.1781 -1.4548 -2.2677 0.15 0.14 -0.28
C -2.3003 -2.7945 -1.8720 0.02 0.27 0.08
C -1.0055 -3.3298 -1.3478 0.02 0.27 0.28
O -0.5222 -2.5569 -0.2679 0.06 0.04 -0.15
C 0.2658 -3.3466 0.5990 -0.25 0.51 0.01
C 1.2828 -2.5204 1.3411 0.00 -0.18 -0.40
O 0.7139 -1.3855 1.9169 -0.12 0.16 0.13
C 1.6437 -0.6922 2.7179 -0.17 0.10 -0.06
C 2.7212 0.0714 1.9410 0.29 0.25 0.13
N 4.0481 -0.0717 2.5752 -0.33 0.19 -0.09
C 2.3555 1.5500 1.8041 0.43 -0.75 0.21
O 1.1599 1.6917 1.0883 -0.30 0.29 -0.06
C 1.3558 2.1716 -0.2164 -0.06 -0.11 0.32
C 0.1177 1.8441 -1.0037 -2.12 0.16 0.90
O -0.9901 1.9378 -0.5072 2.11 -0.36 -1.36
N 0.2655 1.4238 -2.3973 -0.09 -0.15 0.72
C 0.8795 0.1798 -2.5323 1.19 -1.05 0.78
O 1.6675 -0.3605 -1.7886 -1.57 0.79 -1.14
F 0.4717 -0.4156 -3.6586 0.36 0.24 0.15
H -5.0307 0.1917 -1.6758 -0.31 0.12 -0.06
H -3.8691 -0.5879 -0.5955 -0.10 -0.10 0.42
H -3.4057 0.8579 -1.4585 0.18 0.48 0.20
H -3.2763 -0.2966 -3.5287 0.06 0.05 -0.36
H -4.1294 -1.6979 -2.8709 -0.21 -0.30 -0.29
H -3.0677 -2.8973 -1.1048 -0.19 0.00 0.21
H -2.5869 -3.4006 -2.7308 -0.16 -0.29 -0.18
H -1.2118 -4.3418 -1.0088 0.00 -0.40 -0.01
H -0.2592 -3.3676 -2.1363 0.27 -0.02 -0.25
H -0.4033 -3.8575 1.2859 -0.10 -0.28 0.26
H 0.8314 -4.0707 0.0219 0.14 -0.43 -0.08
H 2.0745 -2.2625 0.6394 0.19 0.24 -0.19
H 1.7366 -3.1589 2.0997 0.12 -0.18 0.28
H 2.1126 -1.3718 3.4242 0.29 -0.23 0.08
H 1.0715 0.0162 3.3022 -0.32 0.19 0.16
H 2.7804 -0.2926 0.9248 -0.11 -0.39 -0.30
H 4.7250 -0.3255 1.8738 0.20 -0.12 -0.07
H 4.3497 0.8268 2.9303 0.10 0.02 0.22
H 2.2324 1.9702 2.7971 -0.09 0.30 0.25
H 3.1884 2.0414 1.3095 0.13 0.37 -0.11
H 1.4569 3.2568 -0.1954 0.01 0.41 -0.14
H 2.2533 1.7639 -0.6643 0.11 -0.29 -0.22
H 0.6843 2.1337 -2.9811 -0.19 0.06 -0.36
Cl -0.5930 3.9844 1.6720 -0.04 0.13 0.15
C -1.3559 5.5687 1.6800 0.03 -0.03 0.03
Cl -0.3103 6.7402 2.4985 0.01 0.01 0.00
Cl -1.6244 6.0978 0.0121 0.00 0.02 -0.03
Cl -2.9063 5.4826 2.5211 0.00 0.00 0.00
```
Positions in Å, forces in eV/Å.

* electronic energy: -3010.6403 hartree
* E_HOMO: -9.22 eV
* 2S+1: 1
* LUMO level: 0.0120 Ha
* structure (SMILES): CCOCCOCCOC[C@H](N)COCC(=O)NC(=O)F.ClC(Cl)(Cl)Cl
* charge: 0